Entry 1:
{"formula": "C4H10N3", "method": "ωB97M-V/def2-TZVPD", "elements": ["C", "C", "N", "N", "C", "C", "N", "H", "H", "H", "H", "H", "H", "H", "H", "H", "H"], "xyz": [[-2.9223, 0.4232, -0.0982], [-1.6238, -0.0196, -0.4892], [-0.8011, -0.9722, -0.6925], [-0.2381, 0.4516, -0.6272], [0.5625, 0.7274, 0.5259], [1.7047, -0.3920, 0.6980], [1.9968, -0.7960, -0.6683], [-3.6176, -0.3527, 0.0999], [-3.2027, 1.0613, -0.9253], [-2.7896, 0.9631, 0.9160], [-0.1134, 0.8159, 1.3989], [1.0916, 1.6514, 0.4116], [2.5498, -0.0075, 1.1724], [1.3225, -1.2107, 1.3192], [1.8547, 0.0648, -1.2028], [1.2281, -1.4461, -1.0454], [2.9979, -0.9619, -0.7932]], "charge": 1, "total_energy_ha": -322.30945, "homo_lumo_gap_ev": 9.9736, "lumo_energy_ev": -3.213}

***

Entry 2:
{"formula": "C5H12N", "method": "ωB97M-V/def2-TZVPD", "elements": ["C", "C", "C", "N", "H", "H", "H", "H", "H", "H", "H", "H", "C", "C", "H", "H", "H", "H"], "xyz": [[-2.4725, -0.6811, -1.5530], [-0.9979, -1.0567, -1.5444], [0.8382, 0.5544, -1.4312], [-0.1848, 0.0067, -0.9120], [-2.9250, -0.7660, -0.5679], [-2.6525, 0.3212, -1.9365], [-2.9856, -1.3605, -2.2311], [-0.8306, -1.9484, -0.9419], [-0.6090, -1.1757, -2.5509], [1.3501, 1.3147, -0.8530], [1.1729, 0.2521, -2.4162], [-0.4392, 0.3272, 0.0224], [1.2262, 0.4836, 3.3623], [1.8826, 0.7880, 2.2494], [1.6135, 0.7989, 4.3191], [0.2956, -0.0652, 3.3195], [2.8161, 1.3291, 2.3156], [1.6171, 0.4185, 1.2698]], "charge": 1, "total_energy_ha": -252.15137, "homo_lumo_gap_ev": 8.3408, "lumo_energy_ev": -5.147}

***

Entry 3:
{"formula": "C19H66N6O14", "method": "ωB97M-V/def2-TZVPD", "elements": ["C", "C", "O", "H", "H", "H", "H", "H", "H", "C", "C", "O", "H", "H", "H", "H", "H", "H", "C", "C", "O", "H", "H", "H", "H", "H", "H", "C", "C", "O", "H", "H", "H", "H", "H", "H", "C", "C", "O", "H", "H", "H", "H", "H", "H", "C", "O", "N", "N", "H", "H", "H", "H", "C", "O", "N", "N", "H", "H", "H", "H", "C", "O", "N", "N", "H", "H", "H", "H", "C", "O", "H", "H", "H", "H", "C", "O", "H", "H", "H", "H", "C", "O", "H", "H", "H", "H", "C", "O", "H", "H", "H", "H", "C", "O", "H", "H", "H", "H", "C", "O", "H", "H", "H", "H"], "xyz": [[-4.6327, -0.8569, 2.1175], [-3.3289, -1.1199, 1.2996], [-3.5209, -2.3011, 0.5438], [-5.0577, -1.6845, 2.5980], [-5.4102, -0.6173, 1.3666], [-4.5327, 0.0274, 2.7241], [-2.5794, -1.4226, 1.9928], [-3.0167, -0.2357, 0.7359], [-2.6895, -2.4620, 0.1133], [3.5746, -2.0678, -0.4699], [3.9386, -0.7837, 0.1440], [3.0820, -0.6177, 1.2557], [2.5326, -2.0854, -0.7919], [3.7832, -2.9786, 0.2018], [4.0726, -2.2933, -1.4311], [3.7150, 0.0704, -0.4942], [4.9732, -0.6366, 0.5871], [3.3240, 0.2797, 1.5354], [0.2907, 3.5508, -5.7161], [0.4744, 4.1706, -4.3391], [0.1839, 3.1565, -3.3629], [1.1152, 2.9018, -5.9707], [0.3323, 4.3603, -6.4864], [-0.6871, 2.9908, -5.8379], [-0.2137, 4.9664, -4.1884], [1.4495, 4.6484, -4.1766], [-0.7226, 2.9565, -3.4211], [-0.0506, -0.5028, 0.0934], [0.3092, 0.9661, 0.1734], [-0.6612, 1.7218, -0.4646], [0.7099, -1.2569, 0.4815], [-0.3300, -0.8703, -0.9151], [-0.8659, -0.7472, 0.7713], [1.2792, 1.2145, -0.3091], [0.3142, 1.1734, 1.2531], [-0.3074, 2.6164, -0.5707], [1.7278, -3.7136, 2.2748], [2.3596, -3.4565, 3.6557], [2.9063, -4.7179, 4.1387], [1.1456, -2.8703, 2.0098], [0.9894, -4.5109, 2.2527], [2.4692, -3.9992, 1.5562], [1.5679, -3.1161, 4.2927], [3.1205, -2.7258, 3.6233], [3.4284, -4.5121, 4.9304], [-2.0308, 1.6372, 4.5079], [-3.1813, 2.2134, 4.9617], [-1.8975, 0.3523, 4.4320], [-1.0728, 2.3987, 4.1198], [-2.7378, -0.1436, 4.6474], [-1.1116, -0.0330, 3.8639], [-1.1034, 3.4211, 4.2864], [-0.3383, 2.0691, 3.5018], [1.0664, 3.9637, 0.8348], [0.5130, 3.4019, 2.0315], [0.3207, 4.5109, -0.0725], [2.3302, 3.9030, 0.5181], [-0.7317, 4.5510, 0.0858], [0.6177, 5.0123, -0.9172], [2.8628, 3.4840, 1.2462], [2.5529, 3.5035, -0.3728], [-3.6636, 2.5000, 1.4204], [-4.4533, 2.9221, 2.5239], [-2.3536, 2.5160, 1.4217], [-4.1330, 2.2383, 0.2284], [-1.8003, 2.7130, 2.2482], [-1.8661, 2.1071, 0.5947], [-5.1424, 1.9987, 0.3561], [-3.7130, 1.9837, -0.7268], [-1.0568, -4.7592, 0.5637], [-1.1391, -3.4515, -0.0350], [-1.8800, -5.4136, 0.1808], [-1.2472, -4.7944, 1.6579], [-0.0998, -5.2290, 0.3213], [-0.4230, -3.3704, -0.6514], [1.3888, 0.0005, 4.1010], [0.3927, -0.1702, 3.1235], [1.5384, -0.8624, 4.6692], [1.1628, 0.8881, 4.6858], [2.3575, 0.1428, 3.5449], [0.8308, -0.2371, 2.2545], [0.2438, -0.0459, -3.5612], [0.7343, 0.7466, -4.5487], [1.1638, -0.3927, -2.9322], [-0.3634, -0.8341, -4.0287], [-0.4961, 0.5305, -2.9616], [0.6875, 1.6533, -4.2848], [1.1651, -4.3127, -2.3035], [0.5394, -3.0202, -2.4809], [0.4702, -5.0552, -2.0434], [1.8584, -4.2563, -1.5421], [1.7171, -4.5836, -3.1992], [0.5041, -2.8265, -3.4325], [-2.8368, -1.6915, -2.4672], [-2.8665, -1.5160, -3.8667], [-2.4012, -2.6586, -2.1837], [-3.8304, -1.6398, -2.0716], [-2.2394, -0.8989, -1.9840], [-3.5674, -2.1642, -4.1851], [3.3246, 2.2331, -2.6759], [2.3879, 3.0342, -1.9644], [3.5725, 1.3679, -2.0512], [4.2292, 2.7793, -2.9403], [3.0244, 1.8318, -3.6610], [1.6588, 3.1424, -2.5645]], "total_energy_ha": -2145.16162, "homo_lumo_gap_ev": 6.9127, "lumo_energy_ev": -0.249}

***

HOMO level values, unit Eh, following the record order: -0.4846, -0.4957, -0.2632.